22
Properties=species:S:1:pos:R:3:forces:R:3:nbo_charge:R:1 method="wB97M-V/def2-TZVPD" homo_lumo_gap_ha="0.3003 / 0.3025" e_tot_ha=-1000.838890 de_lowest_kj_mol=303.5
C -2.571069 0.793889 -1.602603 -0.985 -0.076 -0.763 -0.2545
C -3.527230 1.347760 -0.812765 -2.734 1.359 0.104 -0.4342
C -1.322214 0.673744 -0.882580 -0.263 -0.091 -1.609 -0.3114
C -1.420562 1.116442 0.373804 3.014 -0.068 2.286 -0.2698
C -0.114483 0.197019 -1.582094 -1.407 -0.823 1.957 0.1698
C 0.934455 0.742438 1.254975 -2.419 1.026 -1.715 0.9316
C 1.264628 -0.474812 0.342902 -0.389 1.080 -0.823 -0.0176
C 2.792181 -0.697293 0.420553 -1.324 -0.919 -0.919 -0.5944
C 0.534509 -1.715111 0.884938 2.880 0.765 0.741 -0.6055
N 0.959233 -0.254951 -1.102187 0.668 -0.497 0.418 -0.4269
F 1.472066 1.931486 0.901541 -0.448 -1.730 1.010 -0.3127
F 0.868776 0.559141 2.567430 0.351 0.461 -1.285 -0.3024
S -2.955338 1.753914 0.758025 0.813 -0.476 0.021 0.4400
H -2.812667 0.459370 -2.647058 0.611 0.403 1.137 0.2316
H -4.632915 1.725563 -0.946092 2.414 -1.238 -0.380 0.2472
H -0.357717 -0.023948 -2.593902 0.584 0.301 -1.276 0.1789
H 3.309040 0.163495 0.142400 0.890 1.230 -1.627 0.2237
H 3.235914 -1.659694 0.070811 -0.794 0.900 -0.048 0.2361
H 2.914492 -0.598886 1.416616 1.071 -0.622 3.862 0.1937
H -0.491445 -1.612626 1.062072 -1.458 0.160 -0.002 0.2355
H 1.090541 -1.995868 1.805694 -0.684 0.101 -0.284 0.2132
H 0.829804 -2.431073 0.167521 -0.392 -1.246 -0.803 0.2281

21
Properties=species:S:1:pos:R:3:forces:R:3:nbo_charge:R:1 method="wB97M-V/def2-TZVPD" homo_lumo_gap_ha="0.2934 / 0.2302" e_tot_ha=-755.395121 de_lowest_kj_mol=198.8
C -1.380618 1.638444 1.489673 -0.266 -1.161 1.033 -0.2019
C -0.145854 2.325827 1.576017 -2.640 2.057 -0.610 -0.2280
C -1.415220 0.498097 0.692771 -0.564 0.013 -0.637 -0.1863
C 0.842551 1.935996 0.717488 1.541 -0.289 0.663 -0.1664
C -0.386664 -0.017672 -0.127407 -0.681 2.193 1.990 -0.0455
C 0.812143 0.749935 -0.085984 1.152 -0.310 0.274 -0.1336
C -0.716342 -1.236350 -0.869267 -0.243 -1.419 2.307 -0.1278
C 2.127485 0.486583 -0.581922 0.710 -0.308 -0.182 -0.3126
C -0.089346 -2.561963 -0.231115 -1.156 1.564 -1.622 -0.5808
N -0.428177 -1.138816 -2.217600 0.288 -0.922 -4.048 -0.1363
N -0.136633 -0.323248 -2.998236 0.005 0.284 0.751 -0.0264
I 2.969112 -1.160087 -1.539437 -0.310 0.189 0.030 0.1769
H -2.302560 1.788851 2.160863 1.704 0.343 -1.216 0.2250
H -0.283702 3.373251 1.987975 1.190 -1.470 0.068 0.2290
H -2.393435 0.033980 0.610559 0.101 -0.334 0.102 0.2001
H 1.865272 2.359241 0.796241 -1.055 0.301 -0.179 0.2128
H -1.829949 -1.445471 -0.807049 1.201 0.482 -0.212 0.2355
H 3.003730 1.118120 -0.311988 -1.281 -0.249 -0.179 0.2128
H 0.910618 -2.433265 0.137803 0.389 -0.106 -0.165 0.2220
H -0.253360 -3.359859 -0.968258 0.401 0.064 0.437 0.2243
H -0.769050 -2.631595 0.568873 -0.486 -0.921 1.396 0.2073

25
Properties=species:S:1:pos:R:3:forces:R:3:nbo_charge:R:1 method="wB97M-V/def2-TZVPD" homo_lumo_gap_ha="0.2651 / 0.1005" e_tot_ha=-866.502674 spin_multiplicity=3 total_charge=+3 s_squared=2.010 de_lowest_kj_mol=88.7
O -0.631040 -3.666180 4.057049 1.146 0.963 -7.204 -0.1485
C -0.434809 -3.582254 2.910136 -0.500 -2.477 4.370 0.6909
Mo 1.353192 -1.713157 0.015133 -1.843 -1.323 0.818 0.2861
O -1.624970 -1.364611 0.950598 4.255 -0.755 -0.756 -0.3714
C -0.499388 -1.538096 0.655478 -4.870 0.652 0.536 0.5078
C 2.310586 -0.194914 -1.059537 5.357 5.636 -3.765 0.4883
O 2.945500 0.609461 -1.613903 -3.374 -3.847 2.599 -0.2406
C 1.130915 -3.623357 -0.586014 -0.243 -5.133 -1.542 0.5097
O 1.024782 -4.712416 -0.998840 0.371 4.581 1.654 -0.2790
C 1.894259 -1.956892 1.899352 2.410 0.392 4.197 0.5092
O 2.260860 -1.962814 3.014098 -1.732 -0.236 -4.197 -0.3387
H -0.112808 -3.819021 1.645469 -0.830 1.031 3.429 0.3757
C -1.030226 3.042293 -0.292163 2.224 -3.306 -2.540 -0.4032
C -1.165645 2.528859 -1.737549 -1.759 -2.160 3.615 -0.3839
C -0.753412 1.057920 -1.729637 0.840 0.534 0.018 -0.0838
O -0.079656 0.861639 -0.489589 -0.059 -0.571 0.070 -0.5734
C -0.202965 1.975181 0.393998 0.255 0.318 -0.188 -0.0860
H -0.484188 3.970607 -0.281088 0.084 1.771 0.589 0.3754
H -1.990683 3.235539 0.165329 -1.352 0.913 0.278 0.3957
H -0.422097 3.048277 -2.342376 1.012 1.232 -0.988 0.4244
H -2.129147 2.722019 -2.163596 -0.599 0.616 -1.007 0.3327
H -1.572670 0.321623 -1.836356 -0.189 0.513 -0.211 0.2696
H 0.013858 0.842692 -2.481340 -0.419 -0.073 -0.540 0.2400
H 0.829190 2.288577 0.566412 -0.019 0.471 0.526 0.2462
H -0.629437 1.629024 1.338934 -0.168 0.258 0.237 0.2566

24
Properties=species:S:1:pos:R:3:forces:R:3:nbo_charge:R:1 method="wB97M-V/def2-TZVPD" homo_lumo_gap_ha="0.2195 / 0.2383" e_tot_ha=-1081.145324 total_charge=+1 de_lowest_kj_mol=774.8
C -0.134624 -1.930878 -0.250464 -0.360 -0.810 0.699 -0.1135
C -0.550692 -1.048084 -1.246114 -0.875 -1.856 2.455 -0.2217
C -0.945247 -2.199443 0.870462 0.791 -1.090 2.524 -0.2097
C -1.835593 -0.540249 -1.012929 0.158 4.001 -3.049 -0.1371
C -2.180406 -1.634980 1.101437 1.515 2.039 -3.459 -0.1374
C -1.593166 2.863529 -0.394555 -1.131 -0.566 -0.599 -0.2706
C -2.644028 -0.681869 0.115549 1.115 -2.464 0.433 -0.4255
C -2.471887 2.263473 0.409447 2.174 0.075 0.012 0.7136
C 2.525681 1.287136 0.446734 -0.415 1.442 -0.407 -0.4993
N -0.304259 2.901778 -0.775123 -1.208 1.556 -1.810 -0.0617
N 1.118852 1.576296 0.513679 -1.877 -0.729 1.536 -0.0322
O -3.252231 1.774573 1.112188 -0.590 0.710 1.691 -0.4557
O -4.494944 0.786848 -0.903873 -0.308 -0.353 -0.020 -0.7861
O 0.780528 2.291150 -0.516622 2.050 -0.095 -0.199 -0.0601
S -4.185781 0.060210 0.311700 0.315 -0.425 -1.081 1.4752
H 0.795983 -2.494848 -0.251154 0.058 0.426 -0.394 0.2383
H 0.115027 -0.940517 -2.072646 -0.271 0.728 -0.711 0.2542
H -0.534782 -2.810988 1.791468 -0.645 1.039 -2.328 0.2487
H -2.089590 0.312201 -1.763982 -0.267 -1.850 1.178 0.2484
H -2.554191 -1.631704 2.039999 -1.672 -0.593 2.747 0.2266
H -2.242987 3.361061 -1.169594 0.711 0.075 0.713 0.2980
H 2.781447 0.946403 1.441007 0.521 0.938 0.449 0.2452
H 2.697098 0.394390 -0.080713 0.102 -1.249 -1.437 0.2243
H 3.029905 2.147250 -0.077478 0.110 -0.948 1.058 0.2382

Copy entry 3 word for word.
25
Properties=species:S:1:pos:R:3:forces:R:3:nbo_charge:R:1 method="wB97M-V/def2-TZVPD" homo_lumo_gap_ha="0.2651 / 0.1005" e_tot_ha=-866.502674 spin_multiplicity=3 total_charge=+3 s_squared=2.010 de_lowest_kj_mol=88.7
O -0.631040 -3.666180 4.057049 1.146 0.963 -7.204 -0.1485
C -0.434809 -3.582254 2.910136 -0.500 -2.477 4.370 0.6909
Mo 1.353192 -1.713157 0.015133 -1.843 -1.323 0.818 0.2861
O -1.624970 -1.364611 0.950598 4.255 -0.755 -0.756 -0.3714
C -0.499388 -1.538096 0.655478 -4.870 0.652 0.536 0.5078
C 2.310586 -0.194914 -1.059537 5.357 5.636 -3.765 0.4883
O 2.945500 0.609461 -1.613903 -3.374 -3.847 2.599 -0.2406
C 1.130915 -3.623357 -0.586014 -0.243 -5.133 -1.542 0.5097
O 1.024782 -4.712416 -0.998840 0.371 4.581 1.654 -0.2790
C 1.894259 -1.956892 1.899352 2.410 0.392 4.197 0.5092
O 2.260860 -1.962814 3.014098 -1.732 -0.236 -4.197 -0.3387
H -0.112808 -3.819021 1.645469 -0.830 1.031 3.429 0.3757
C -1.030226 3.042293 -0.292163 2.224 -3.306 -2.540 -0.4032
C -1.165645 2.528859 -1.737549 -1.759 -2.160 3.615 -0.3839
C -0.753412 1.057920 -1.729637 0.840 0.534 0.018 -0.0838
O -0.079656 0.861639 -0.489589 -0.059 -0.571 0.070 -0.5734
C -0.202965 1.975181 0.393998 0.255 0.318 -0.188 -0.0860
H -0.484188 3.970607 -0.281088 0.084 1.771 0.589 0.3754
H -1.990683 3.235539 0.165329 -1.352 0.913 0.278 0.3957
H -0.422097 3.048277 -2.342376 1.012 1.232 -0.988 0.4244
H -2.129147 2.722019 -2.163596 -0.599 0.616 -1.007 0.3327
H -1.572670 0.321623 -1.836356 -0.189 0.513 -0.211 0.2696
H 0.013858 0.842692 -2.481340 -0.419 -0.073 -0.540 0.2400
H 0.829190 2.288577 0.566412 -0.019 0.471 0.526 0.2462
H -0.629437 1.629024 1.338934 -0.168 0.258 0.237 0.2566